## 1
This record from the Open Molecules 2025 dataset describes a structure of composition C32H22ClCoN5O3. The level of theory is ωB97M-V/def2-TZVPD.

* <S²>: 0.759
* molecular weight: 618.9 g mol⁻¹
* lowest unoccupied orbital energy (spin up / spin down): -1.19 / -1.20 eV
* spin multiplicity: 2

```
64
C32H22ClCoN5O3, DFT ωB97M-V/def2-TZVPD
Co 0.057 -0.067 -0.251
Cl -5.702 -1.444 3.695
C -4.388 -1.433 2.568
C -4.606 -1.897 1.265
C -3.598 -1.824 0.342
C -2.339 -1.251 0.658
O -1.460 -1.110 -0.264
C -2.113 -0.846 2.016
C -0.885 -0.272 2.420
N 0.115 0.031 1.621
C 1.206 0.768 2.058
C 1.465 1.248 3.340
C 2.593 2.028 3.580
C 3.496 2.329 2.584
C 3.294 1.844 1.279
C 4.178 2.050 0.199
C 3.864 1.510 -1.028
C 2.663 0.830 -1.202
N 1.798 0.639 -0.211
C 2.124 1.089 1.025
C -3.164 -0.951 2.950
H -5.572 -2.300 0.997
H -3.743 -2.173 -0.669
H -0.807 -0.033 3.478
H 0.803 1.030 4.164
H 2.759 2.402 4.579
H 4.363 2.935 2.794
H 5.086 2.614 0.345
H 4.533 1.614 -1.868
H 2.380 0.433 -2.166
H -2.996 -0.626 3.967
C -8.459 1.631 0.825
O -7.810 1.067 -0.288
C -7.125 1.889 -1.122
C -7.182 3.284 -1.113
C -6.398 4.020 -1.976
C -5.485 3.381 -2.831
C -5.500 1.971 -2.896
C -6.311 1.248 -2.065
N -4.622 4.131 -3.565
N -3.559 3.672 -4.061
C -2.636 2.876 -3.539
C -1.800 2.139 -4.410
C -0.919 1.194 -3.952
C -0.756 0.939 -2.570
O 0.014 0.022 -2.109
C -1.444 1.825 -1.670
N -1.081 1.723 -0.375
C -1.620 2.529 0.516
C -2.556 3.498 0.174
C -2.931 3.632 -1.149
C -2.385 2.785 -2.116
H -8.840 0.790 1.400
H -9.293 2.272 0.525
H -7.760 2.204 1.442
H -7.835 3.801 -0.427
H -6.434 5.099 -1.954
H -4.874 1.475 -3.625
H -6.324 0.170 -2.102
H -1.940 2.290 -5.470
H -0.350 0.599 -4.648
H -1.283 2.424 1.538
H -2.950 4.152 0.934
H -3.615 4.416 -1.435
```

Here are the Löwdin charges for atoms 1 to 4, given in e:
1. Co 0.558
2. Cl 0.650
3. C -0.685
4. C -0.088



## 2
This record from the Open Molecules 2025 dataset describes a structure of composition C32H22ClCoN5O3. The level of theory is ωB97M-V/def2-TZVPD.

* <S²>: 0.764
* molecular weight: 618.9 g mol⁻¹
* lowest unoccupied orbital energy (spin up / spin down): -1.09 / -1.10 eV
* spin multiplicity: 2

```
64
C32H22ClCoN5O3, DFT ωB97M-V/def2-TZVPD
Co -0.622 -0.715 -0.628
Cl 2.711 -0.733 5.747
C 1.668 -0.810 4.359
C 0.273 -0.880 4.557
C -0.580 -0.937 3.497
C -0.098 -0.920 2.153
O -0.956 -0.958 1.200
C 1.316 -0.866 1.974
C 1.914 -0.927 0.698
N 1.273 -0.969 -0.435
C 1.959 -1.079 -1.659
C 3.298 -1.323 -1.863
C 3.816 -1.378 -3.173
C 3.015 -1.205 -4.269
C 1.631 -0.977 -4.094
C 0.710 -0.804 -5.152
C -0.613 -0.601 -4.878
C -1.042 -0.568 -3.537
N -0.202 -0.727 -2.538
C 1.120 -0.924 -2.790
C 2.178 -0.807 3.100
H -0.112 -0.887 5.568
H -1.650 -0.983 3.636
H 3.002 -0.937 0.682
H 3.972 -1.487 -1.035
H 4.874 -1.565 -3.302
H 3.424 -1.248 -5.270
H 1.067 -0.834 -6.174
H -1.341 -0.463 -5.664
H -2.072 -0.405 -3.245
H 3.249 -0.761 2.948
C -2.884 -1.129 7.639
O -3.137 -1.635 6.344
C -4.085 -1.002 5.597
C -4.283 -1.516 4.313
C -5.183 -0.928 3.456
C -5.930 0.174 3.881
C -5.785 0.632 5.180
C -4.848 0.072 6.040
N -6.968 0.804 3.128
N -6.895 1.007 1.909
C -5.688 0.812 1.171
C -5.813 0.120 -0.012
C -4.695 -0.216 -0.787
C -3.420 0.185 -0.407
O -2.362 -0.165 -1.075
C -3.311 1.108 0.709
N -2.118 1.730 0.876
C -2.003 2.596 1.849
C -3.052 2.927 2.729
C -4.268 2.332 2.551
C -4.434 1.387 1.515
H -2.097 -1.749 8.060
H -3.771 -1.196 8.275
H -2.548 -0.089 7.599
H -3.712 -2.383 4.008
H -5.327 -1.344 2.468
H -6.413 1.448 5.515
H -4.741 0.468 7.039
H -6.799 -0.218 -0.306
H -4.811 -0.820 -1.678
H -1.042 3.091 1.948
H -2.894 3.660 3.508
H -5.109 2.604 3.178
```

Here are the Löwdin charges for atoms 1 to 4, given in e:
1. Co 0.705
2. Cl 0.649
3. C -0.675
4. C -0.080



Of them, 2 has the highest stability.



## 1
This record from the Open Molecules 2025 dataset describes an isolated molecule of C3H3Cl3O. The level of theory is ωB97M-V/def2-TZVPD.

* molecular weight: 161.4 g mol⁻¹
* lowest unoccupied orbital energy: 0.64 eV
* SMILES: O[C@@]1(Cl)CC1(Cl)Cl

```
10
C3H3Cl3O, DFT ωB97M-V/def2-TZVPD
O 1.365 -0.472 1.130
C 0.012 -0.196 0.814
Cl -1.029 -0.713 2.044
C -0.376 0.941 -0.172
C -0.317 -0.423 -0.804
Cl 1.166 -0.815 -1.711
Cl -1.745 -1.130 -1.437
H 1.762 -0.302 0.287
H -1.301 1.481 0.051
H 0.463 1.630 -0.203
```

Here are the Löwdin charges for atoms 1 to 4, given in e:
1. O -0.071
2. C -0.903
3. Cl 0.754
4. C -0.155



## 2
This record from the Open Molecules 2025 dataset describes an isolated molecule of C3H3Cl3O. The level of theory is ωB97M-V/def2-TZVPD.

* molecular weight: 161.4 g mol⁻¹
* lowest unoccupied orbital energy: 0.27 eV
* SMILES: O=C[C@H](Cl)C(Cl)Cl

```
10
C3H3Cl3O, DFT ωB97M-V/def2-TZVPD
O -0.628 0.051 1.993
C -0.593 -0.772 1.106
C -0.151 -0.446 -0.353
Cl 0.906 -1.728 -1.022
C 0.501 0.895 -0.576
Cl -0.735 2.118 -0.320
Cl 1.859 1.244 0.485
H -0.961 -1.819 1.291
H -1.012 -0.557 -1.010
H 0.814 1.014 -1.593
```

Here are the Löwdin charges for atoms 1 to 4, given in e:
1. O 0.029
2. C -0.273
3. C -0.757
4. Cl 0.624



Of them, 2 has the highest stability.



## 1
This record from the Open Molecules 2025 dataset describes a structure of composition C6H15InNO2. The level of theory is ωB97M-V/def2-TZVPD.

* molecular weight: 248.0 g mol⁻¹
* lowest unoccupied orbital energy: -18.22 eV
* net charge: +3

```
25
C6H15InNO2, DFT ωB97M-V/def2-TZVPD
In -0.589 -2.400 0.199
C -0.772 -0.522 3.679
O 0.045 -0.662 2.548
C 0.722 0.583 2.445
C 1.398 0.792 1.032
N 0.379 0.498 -0.017
C 0.926 0.783 -1.411
C -0.197 0.554 -2.483
O -0.477 -0.803 -2.340
C -1.320 -1.409 -3.286
H -1.573 0.209 3.569
H -0.281 -0.443 4.649
H -1.220 -1.516 3.687
H 1.592 0.657 3.097
H 0.146 1.508 2.471
H 2.171 0.038 0.884
H 1.797 1.803 0.955
H -0.443 1.080 0.055
H 1.798 0.191 -1.688
H 1.249 1.823 -1.453
H 0.180 0.744 -3.488
H -1.046 1.204 -2.271
H -2.182 -0.821 -3.600
H -1.625 -2.432 -3.068
H -0.679 -1.459 -4.166
```

Here are the Löwdin charges for atoms 1 to 4, given in e:
1. In 1.354
2. C -0.036
3. O -0.231
4. C -0.132



## 2
This record from the Open Molecules 2025 dataset describes a structure of composition C6H15InNO2. The level of theory is ωB97M-V/def2-TZVPD.

* molecular weight: 248.0 g mol⁻¹
* lowest unoccupied orbital energy: -17.92 eV
* net charge: +3

```
25
C6H15InNO2, DFT ωB97M-V/def2-TZVPD
In -1.218 0.603 1.881
C -1.044 3.732 -0.333
O -0.231 2.592 0.059
C 0.754 2.236 -0.837
C 1.491 0.941 -0.460
N 0.642 -0.194 -0.207
C 1.298 -1.467 0.200
C 0.289 -2.577 0.177
O -0.825 -2.154 0.900
C -1.879 -3.111 1.020
H -1.560 3.544 -1.282
H -0.385 4.598 -0.477
H -1.751 3.928 0.465
H 1.532 3.035 -0.894
H 0.404 2.257 -1.891
H 2.157 1.102 0.400
H 2.146 0.705 -1.328
H 0.019 -0.330 -1.017
H 1.751 -1.320 1.184
H 2.133 -1.668 -0.490
H 0.746 -3.483 0.613
H -0.021 -2.843 -0.850
H -1.528 -4.031 1.520
H -2.246 -3.407 0.024
H -2.676 -2.686 1.623
```

Here are the Löwdin charges for atoms 1 to 4, given in e:
1. In 1.438
2. C 0.032
3. O -0.262
4. C -0.162



Of them, 2 has the highest stability.



## 1
This record from the Open Molecules 2025 dataset describes a structure of composition C7H13NO2. The level of theory is ωB97M-V/def2-TZVPD.

* molecular weight: 143.2 g mol⁻¹
* lowest unoccupied orbital energy: 0.76 eV

```
23
C7H13NO2, DFT ωB97M-V/def2-TZVPD
C 0.689 0.843 -0.432
C 1.565 1.850 0.281
C -0.474 0.295 1.813
C -2.190 -1.651 -0.063
C 1.225 -0.702 -0.185
C -0.469 0.189 0.312
N 0.390 1.230 -1.765
C -1.440 -0.416 -0.422
O 0.971 -1.517 -1.230
O 1.888 -1.054 0.759
H 1.388 -2.373 -1.053
H 0.040 0.445 -2.308
H 1.195 1.648 -2.222
H -1.573 -0.110 -1.452
H 0.969 2.688 0.640
H 2.322 2.230 -0.404
H 2.072 1.388 1.125
H -0.780 1.303 2.104
H 0.516 0.098 2.228
H -1.173 -0.421 2.240
H -1.813 -2.470 -0.682
H -2.060 -1.934 0.981
H -3.257 -1.559 -0.263
```

Here are the Löwdin charges for atoms 1 to 4, given in e:
1. C -0.421
2. C -0.010
3. C -0.022
4. C -0.078



## 2
This record from the Open Molecules 2025 dataset describes a cluster of 3 separate species, C7H13NO2 in total. The level of theory is ωB97M-V/def2-TZVPD.

* molecular weight: 143.2 g mol⁻¹
* lowest unoccupied orbital energy: 0.72 eV
* SMILES: C=Cc1cc(C)c[nH]1.O.O

```
23
C7H13NO2, DFT ωB97M-V/def2-TZVPD
C -2.180 -2.102 1.121
C -0.868 -1.946 0.995
C -0.146 -1.218 -0.030
C 1.087 -0.617 0.046
C 1.291 0.095 -1.170
C 2.517 0.912 -1.490
C 0.166 -0.077 -1.930
N -0.684 -0.886 -1.234
H -2.680 -2.715 1.859
H -2.842 -1.592 0.425
H -0.247 -2.487 1.699
H 1.836 -0.588 0.833
H 2.246 1.896 -1.888
H 3.130 0.979 -0.584
H 3.083 0.442 -2.284
H -0.083 0.292 -2.909
H -1.620 -1.114 -1.528
O 0.104 3.285 -0.618
H 0.180 2.351 -0.384
H 1.015 3.596 -0.689
O -1.854 0.871 3.371
H -1.241 0.244 3.767
H -2.210 0.381 2.622
```

Here are the Löwdin charges for atoms 1 to 4, given in e:
1. C -0.005
2. C -0.131
3. C -0.297
4. C -0.001



Of them, 2 has the highest stability.